Density functional theory data (ωB97M-V with the def2-TZVPD basis set) for the molecule C4H8F2 at a distorted geometry.

Results
calculated total energy: -356.93058 Eh
LUMO: 0.999 eV
2S+1: 1
SMILES: CCC(C)(F)F
ΔE to the lowest compared entry with this formula, charge and spin: 14.4 kcal per mole
largest force on an atom: 4.0 eV Å⁻¹

Structure (XYZ):
```
14
C4H8F2 | OMol25 | ωB97M-V with the def2-TZVPD basis set
F 0.66 -0.71 1.47
H -0.64 -1.80 -0.22
H 0.66 1.76 -0.05
C 1.50 1.04 -0.02
H -1.60 0.97 0.23
H -2.69 -0.14 -0.41
H -0.52 -0.63 -1.52
C -0.57 -0.71 -0.50
H 2.14 1.07 -0.98
C 0.78 -0.36 0.12
F 1.72 -1.30 -0.34
C -1.72 -0.10 0.16
H 2.18 1.18 0.84
H -1.88 -0.28 1.23
```

Density functional theory data (ωB97M-V with the def2-TZVPD basis set) for the molecule C3H4N2OS at a distorted geometry.

Results
calculated total energy: -699.63739 Eh
LUMO: 0.409 eV
2S+1: 1
SMILES: Oc1[nH]cnc1S
ΔE to the lowest compared entry with this formula, charge and spin: 21.8 kcal per mole
largest force on an atom: 2.3 eV Å⁻¹

Structure (XYZ):
```
11
C3H4N2OS | OMol25 | ωB97M-V with the def2-TZVPD basis set
N 0.30 -1.46 0.06
C 0.86 -0.22 0.04
H -1.74 -1.98 -0.01
C -1.00 -1.19 0.03
N -1.33 0.13 0.02
C -0.06 0.77 0.01
O 0.17 2.12 -0.02
S 2.62 0.01 0.03
H -2.24 0.47 -0.25
H 2.94 -1.25 -0.29
H -0.54 2.59 0.39
```

Density functional theory data (ωB97M-V with the def2-TZVPD basis set) for a structure of composition C3H4F3O5RbS at a distorted geometry.

Results
calculated total energy: -1214.70602 Eh
LUMO: 3.496 eV
2S+1: 1
total charge: -2
largest force on an atom: 1.8 eV Å⁻¹

Structure (XYZ):
```
17
C3H4F3O5RbS | OMol25 | ωB97M-V with the def2-TZVPD basis set
F 3.20 -2.91 2.18
O 1.09 -2.85 0.21
Rb 0.92 1.47 0.91
H -4.56 2.51 -0.82
O -3.79 0.64 -1.05
H -1.78 3.16 -0.62
C 3.61 -2.82 0.93
O -1.94 1.77 0.92
F 4.73 -2.12 0.91
H -3.37 2.37 -2.07
O 2.73 -2.33 -1.54
H -3.11 3.34 0.59
C -3.59 1.98 -1.04
F 3.91 -4.05 0.51
S 2.26 -2.09 -0.19
O 2.23 -0.67 0.19
C -2.54 2.61 -0.02
```